{"formula": "C54H109N7O3S", "method": "wB97M-V/def2-TZVPD", "elements": ["C", "O", "C", "C", "C", "C", "C", "N", "C", "C", "N", "C", "S", "C", "O", "C", "C", "C", "C", "C", "N", "C", "N", "N", "C", "N", "C", "C", "C", "C", "C", "N", "C", "C", "O", "H", "H", "H", "H", "H", "H", "H", "H", "H", "H", "H", "H", "H", "H", "H", "H", "H", "H", "H", "H", "H", "H", "H", "H", "H", "H", "H", "H", "H", "H", "H", "H", "H", "H", "H", "H", "H", "H", "H", "C", "C", "C", "C", "C", "C", "H", "H", "H", "H", "H", "H", "H", "H", "H", "H", "H", "H", "H", "H", "C", "C", "C", "C", "C", "C", "H", "H", "H", "H", "H", "H", "H", "H", "H", "H", "H", "H", "H", "H", "C", "C", "C", "C", "C", "C", "H", "H", "H", "H", "H", "H", "H", "H", "H", "H", "H", "H", "H", "H", "C", "C", "C", "C", "C", "C", "H", "H", "H", "H", "H", "H", "H", "H", "H", "H", "H", "H", "H", "H", "C", "C", "C", "C", "C", "C", "H", "H", "H", "H", "H", "H", "H", "H", "H", "H", "H", "H", "H", "H"], "xyz": [[4.073, 5.264, 0.274], [2.889, 5.521, 0.994], [1.940, 4.479, 0.865], [1.269, 4.450, -0.497], [0.214, 3.336, -0.569], [0.830, 1.931, -0.350], [-0.093, 1.005, 0.400], [-1.230, 0.757, -0.197], [-2.082, -0.075, 0.449], [-3.333, -0.370, -0.199], [-3.576, 0.214, -1.446], [-4.230, -1.243, 0.414], [-5.777, -1.759, -0.244], [-3.894, -1.818, 1.680], [-4.794, -2.740, 2.181], [-2.695, -1.530, 2.349], [-2.311, -2.131, 3.678], [-3.414, -2.270, 4.733], [-2.887, -2.280, 6.163], [-2.169, -3.550, 6.581], [-0.851, -3.767, 5.955], [-0.656, -4.974, 5.318], [-0.937, -6.059, 5.912], [-0.085, -4.873, 4.009], [-1.775, -0.648, 1.699], [-0.585, -0.353, 2.304], [0.236, 0.453, 1.683], [1.535, 0.831, 2.352], [2.012, -0.058, 3.502], [2.490, -1.414, 3.025], [3.288, -2.166, 4.122], [2.872, -1.818, 5.480], [3.749, -2.331, 6.467], [3.494, -3.695, 7.032], [4.700, -1.697, 6.812], [4.828, 5.923, 0.686], [4.399, 4.233, 0.412], [3.968, 5.485, -0.786], [1.164, 4.620, 1.612], [2.445, 3.541, 1.097], [1.965, 4.342, -1.323], [0.731, 5.386, -0.621], [-0.207, 3.337, -1.567], [-0.564, 3.495, 0.170], [0.936, 1.474, -1.332], [1.821, 1.969, 0.065], [-3.019, 1.045, -1.586], [-4.551, 0.406, -1.599], [-6.075, -0.883, -1.210], [-5.582, -2.274, 2.479], [-1.836, -3.080, 3.470], [-1.530, -1.520, 4.121], [-4.182, -1.518, 4.594], [-3.924, -3.219, 4.590], [-3.746, -2.208, 6.827], [-2.299, -1.382, 6.353], [-2.786, -4.429, 6.437], [-2.005, -3.475, 7.655], [-0.563, -2.993, 5.380], [-0.758, -6.851, 5.307], [-0.811, -4.834, 3.306], [0.471, -5.694, 3.817], [1.428, 1.853, 2.709], [2.315, 0.780, 1.602], [1.240, -0.150, 4.255], [2.848, 0.474, 3.947], [1.656, -2.043, 2.734], [3.189, -1.298, 2.202], [3.136, -3.235, 3.951], [4.347, -1.970, 4.002], [1.925, -2.128, 5.647], [2.554, -3.725, 7.575], [3.457, -4.445, 6.248], [4.288, -3.929, 7.727], [1.627, 2.787, -4.760], [0.782, 4.059, -4.756], [-0.620, 3.856, -5.328], [-0.662, 3.421, -6.793], [0.039, 4.363, -7.770], [-0.579, 5.758, -7.818], [1.790, 2.411, -5.771], [2.609, 2.973, -4.320], [1.144, 1.998, -4.179], [1.305, 4.849, -5.301], [0.684, 4.403, -3.722], [-1.188, 4.782, -5.203], [-1.141, 3.101, -4.730], [-1.710, 3.316, -7.092], [-0.225, 2.423, -6.886], [-0.008, 3.923, -8.769], [1.101, 4.443, -7.522], [-1.630, 5.705, -8.109], [-0.063, 6.385, -8.546], [-0.520, 6.261, -6.853], [-1.023, 0.498, 12.090], [-1.531, 0.135, 10.698], [-0.895, -1.133, 10.130], [0.619, -1.063, 9.927], [1.089, 0.067, 9.013], [0.558, -0.059, 7.588], [0.050, 0.696, 12.089], [-1.520, 1.394, 12.463], [-1.217, -0.311, 12.797], [-1.369, 0.976, 10.018], [-2.613, -0.013, 10.745], [-1.380, -1.375, 9.179], [-1.117, -1.970, 10.799], [0.960, -2.017, 9.513], [1.113, -0.967, 10.898], [2.181, 0.060, 8.981], [0.803, 1.036, 9.429], [0.875, -1.002, 7.137], [0.938, 0.754, 6.968], [-0.533, -0.016, 7.561], [9.827, 5.864, -0.992], [9.749, 4.487, -0.336], [9.616, 3.343, -1.340], [8.350, 3.384, -2.198], [7.042, 3.392, -1.411], [6.836, 2.138, -0.563], [8.925, 6.092, -1.561], [9.944, 6.644, -0.239], [10.680, 5.923, -1.670], [8.917, 4.466, 0.372], [10.654, 4.325, 0.253], [9.661, 2.393, -0.801], [10.485, 3.351, -2.004], [8.357, 2.519, -2.868], [8.377, 4.263, -2.848], [6.211, 3.476, -2.118], [6.989, 4.277, -0.772], [6.837, 1.243, -1.189], [5.879, 2.177, -0.040], [7.615, 2.027, 0.191], [-2.129, -2.706, -6.467], [-1.016, -3.098, -7.436], [0.291, -2.342, -7.198], [0.198, -0.826, -7.378], [-0.291, -0.368, -8.751], [0.631, -0.782, -9.895], [-2.392, -1.651, -6.558], [-3.032, -3.285, -6.660], [-1.828, -2.890, -5.434], [-1.356, -2.948, -8.464], [-0.819, -4.168, -7.334], [1.059, -2.743, -7.865], [0.640, -2.550, -6.181], [1.186, -0.393, -7.190], [-0.461, -0.408, -6.610], [-0.369, 0.723, -8.741], [-1.299, -0.744, -8.941], [1.635, -0.378, -9.750], [0.256, -0.409, -10.849], [0.711, -1.867, -9.978], [-6.458, -1.881, -4.532], [-7.954, -2.181, -4.532], [-8.314, -3.464, -3.784], [-7.708, -4.740, -4.369], [-8.062, -5.009, -5.830], [-9.557, -5.203, -6.067], [-5.886, -2.667, -5.027], [-6.252, -0.946, -5.055], [-6.085, -1.785, -3.510], [-8.319, -2.228, -5.562], [-8.483, -1.347, -4.061], [-9.403, -3.559, -3.748], [-7.987, -3.371, -2.743], [-8.038, -5.589, -3.762], [-6.620, -4.708, -4.267], [-7.534, -5.910, -6.154], [-7.694, -4.198, -6.464], [-9.937, -6.040, -5.478], [-9.758, -5.418, -7.118], [-10.128, -4.313, -5.800]], "forces_ev_per_angstrom": [[0.0, 0.3, 0.3], [-0.3, 0.0, 0.2], [0.3, 0.3, -0.3], [-0.8, -0.4, 0.3], [1.0, -0.3, 0.1], [-0.6, -0.2, -0.6], [0.2, 0.3, -0.2], [0.1, -0.2, 0.6], [-0.8, -0.4, -0.2], [-0.2, -0.1, 0.1], [-0.1, -0.2, 0.5], [1.1, 0.8, -0.1], [-0.5, -0.7, 0.1], [1.0, 0.5, 0.1], [0.4, 0.1, 0.3], [-1.0, -0.1, -0.6], [-0.3, 0.3, 0.0], [0.1, -0.8, -0.2], [-0.4, 0.1, -0.3], [0.7, 0.4, 1.0], [-0.7, 0.2, -0.8], [0.2, -0.3, 0.0], [0.0, -0.2, 0.3], [0.4, 0.1, 0.2], [-0.1, -0.1, 0.0], [-0.2, 0.1, -0.3], [-0.2, -0.2, 0.1], [-0.2, -0.7, 0.1], [-0.1, 0.4, -0.6], [0.4, -0.3, 1.1], [-0.5, -0.1, -0.5], [-0.1, 0.0, 0.1], [-0.3, -0.1, -0.1], [-0.2, -0.1, 0.3], [0.9, 0.5, 0.1], [0.2, 0.1, 0.0], [0.1, -0.2, -0.1], [0.0, -0.1, -0.2], [0.0, 0.2, 0.3], [0.0, -0.2, 0.0], [0.3, 0.0, -0.1], [0.2, 0.3, -0.1], [-0.5, 0.1, 0.0], [-0.2, 0.2, 0.0], [0.2, -0.1, -0.2], [0.2, 0.1, 0.3], [0.2, 0.0, -0.1], [-0.1, 0.0, -0.2], [0.5, 0.3, 0.1], [-0.2, 0.0, -0.1], [0.0, -0.4, 0.1], [0.2, 0.3, -0.2], [0.0, 0.4, 0.1], [-0.2, -0.1, -0.1], [-0.1, 0.0, 0.2], [0.3, 0.0, 0.1], [-0.1, -0.2, -0.2], [-0.1, -0.1, 0.2], [0.0, 0.0, -0.1], [-0.1, -0.1, -0.1], [-0.1, 0.2, -0.1], [0.0, -0.1, 0.0], [0.2, 0.3, -0.1], [0.2, 0.4, -0.2], [-0.1, -0.1, 0.2], [0.1, 0.0, 0.3], [-0.2, 0.0, -0.3], [-0.1, 0.0, -0.4], [0.2, -0.2, -0.1], [0.2, 0.2, 0.2], [-0.1, -0.3, -0.1], [-0.3, 0.0, 0.0], [-0.1, -0.1, -0.2], [0.2, -0.1, 0.1], [0.0, 0.1, 0.0], [0.0, -0.2, 0.1], [0.0, 0.1, 0.0], [0.0, -0.1, 0.0], [-0.1, 0.1, 0.0], [0.1, 0.0, 0.0], [0.0, 0.0, 0.0], [0.0, 0.0, 0.0], [0.0, 0.0, 0.0], [0.0, 0.0, 0.0], [0.0, 0.1, 0.0], [0.0, 0.0, 0.0], [0.0, 0.0, 0.0], [0.0, 0.0, 0.0], [0.0, 0.0, 0.0], [0.0, 0.0, 0.0], [0.0, 0.0, 0.0], [0.0, 0.0, 0.0], [0.0, 0.0, 0.0], [0.0, 0.0, 0.0], [0.0, 0.1, -0.1], [0.0, 0.0, 0.1], [0.0, 0.0, -0.1], [0.0, 0.0, 0.1], [0.0, -0.1, -0.1], [0.0, 0.2, 0.1], [0.0, 0.0, 0.0], [0.0, 0.0, 0.0], [0.0, 0.0, 0.0], [0.0, 0.0, 0.0], [0.0, 0.0, 0.0], [0.0, 0.0, 0.0], [0.0, 0.0, 0.0], [0.0, 0.0, 0.0], [0.0, 0.0, 0.0], [0.0, 0.0, 0.0], [0.0, 0.0, 0.0], [-0.1, 0.0, 0.1], [0.0, -0.1, -0.1], [0.0, 0.0, 0.0], [0.0, 0.0, 0.1], [0.1, 0.0, -0.1], [0.0, 0.0, 0.0], [0.0, 0.1, 0.0], [-0.1, -0.1, 0.0], [0.0, 0.1, 0.0], [0.0, 0.0, 0.0], [0.0, 0.0, 0.0], [0.0, 0.0, 0.0], [0.0, 0.0, 0.0], [0.0, 0.0, 0.0], [0.0, 0.0, 0.0], [0.0, 0.0, 0.0], [0.0, 0.0, 0.0], [0.0, 0.0, 0.0], [0.0, 0.0, 0.0], [0.0, 0.0, 0.0], [0.0, 0.0, 0.0], [0.0, 0.0, 0.0], [0.0, 0.0, 0.0], [0.0, 0.0, -0.1], [0.0, 0.0, 0.1], [0.0, 0.0, -0.1], [0.0, 0.0, 0.0], [0.1, 0.0, 0.0], [-0.1, 0.0, 0.0], [0.0, 0.0, 0.0], [0.0, 0.0, 0.0], [0.0, 0.0, 0.0], [0.0, 0.0, 0.0], [0.0, 0.0, 0.0], [0.0, 0.0, 0.0], [0.0, 0.0, 0.0], [0.0, 0.0, 0.0], [0.0, 0.0, 0.0], [0.0, 0.0, 0.0], [0.0, 0.0, 0.0], [0.0, 0.0, 0.0], [0.0, 0.0, 0.0], [0.0, 0.0, 0.0], [-0.1, 0.1, -0.1], [0.1, 0.0, 0.1], [-0.1, 0.0, 0.0], [0.1, 0.0, 0.0], [-0.1, -0.1, 0.0], [0.1, 0.0, -0.1], [0.0, 0.0, 0.0], [0.0, 0.0, 0.0], [0.1, -0.1, 0.0], [0.0, 0.0, 0.0], [0.0, 0.0, 0.0], [0.0, 0.0, 0.0], [0.0, 0.0, 0.0], [0.0, 0.0, 0.0], [0.0, 0.0, 0.0], [0.0, 0.0, 0.0], [0.0, 0.0, 0.0], [0.0, 0.0, 0.0], [0.0, 0.0, 0.0], [0.0, 0.0, 0.0]], "homo_ev": -7.85, "gap_ev": 7.7, "molar_mass_da": 936.58, "e_tot_ha": -3130.1672, "fmax_ev_per_a": 1.36, "smiles": "[H]/N=C(\\N)NCCCCc1c(O)c(S)c(N)c2nc(CCCCOC)c(CCCCNC(C)=O)nc12.CCCCCC.CCCCCC.CCCCCC.CCCCCC.CCCCCC"}